C31H46N4P2PbSi as an isolated structure in a non-equilibrium geometry, computed with ωB97M-V/def2-TZVPD.

The HOMO-LUMO gap (spin up / spin down) is 3.60 / 2.28 eV.

```
! RIJCOSX wB97M-V def2-TZVPD def2/J DEFGRID3
* xyz 2 1
P 0.42959 -2.97635 -0.39000
H 1.31767 -0.35720 2.33903
C -1.11008 2.03225 2.32281
H -1.89707 -1.48668 -0.09379
H 2.38613 2.42510 -4.80856
C 0.73897 2.98255 4.87883
H -5.33825 3.16200 -0.54285
C 4.78316 3.47816 -2.20096
H 5.16841 2.02662 1.64370
H 4.55142 2.71849 -2.95135
C -4.41221 -1.38841 -4.77809
H 1.95921 -4.22816 -2.60260
H 4.10018 4.18705 1.59375
H -3.44677 -4.07000 2.63095
H 0.31893 1.12192 0.98959
N -0.58603 -3.43563 1.06359
H -5.18198 -2.06319 -5.14891
H 6.50196 2.10672 0.42269
H -6.21462 0.73402 0.35810
H -2.35780 -4.33299 0.17259
H -1.64467 2.46352 1.45780
C -3.53239 -0.58310 -5.55761
C 0.29459 1.52180 2.01265
H 3.68018 5.21669 0.17007
C 2.10524 2.76207 -3.81085
H 5.83337 3.76334 -2.32232
C 5.44287 1.82876 0.58715
C 1.45012 -6.37559 -2.14836
H 5.32856 0.74486 0.41381
C -1.99406 -1.66265 -1.18055
H -4.20099 -1.01191 -0.10927
C -0.93317 -2.68697 -1.65736
H 2.93976 3.32251 -3.42114
H 0.72227 -2.75604 2.66303
Si 4.27063 2.86405 -0.50793
P -1.87825 0.03143 -1.96798
H -1.49329 -2.98511 4.24177
C -2.68050 0.07193 -4.68896
C 1.50260 -4.99275 -1.98843
H -4.52566 -1.59559 -2.54536
C -3.54620 2.05807 -1.12886
H -1.88980 0.80244 -4.85902
N -2.97459 -0.33243 -3.38630
H 2.64113 0.11816 4.14943
C -5.26202 0.95461 -0.09525
Pb 1.79815 0.85015 -2.44814
C -4.07114 -1.19760 -3.45035
H -3.49926 -0.51945 -6.64027
C 1.91478 2.08516 4.56889
H 0.98589 3.29222 5.91984
C -1.41007 -3.24825 3.19379
C 1.92213 0.93059 3.89215
H -0.44802 -2.35234 -2.60672
H 2.84332 2.43899 5.03689
H -0.17336 -5.80664 0.71293
H 1.88032 -6.94910 -2.95759
H 0.49057 -7.94851 -0.84231
C -4.25650 0.03604 -0.37688
H -1.25401 2.63032 5.58199
C 0.84433 0.43341 2.95727
H 1.80874 2.51722 -0.25110
N -3.19276 0.69755 -1.00843
C -0.61758 2.20968 4.80102
N 0.80189 -4.63646 -0.81648
C -1.91101 -3.92056 1.07291
H 4.18249 4.36871 -2.40342
C -1.45484 2.41517 3.56473
H 2.74707 1.05885 0.06882
H 1.02855 2.34187 2.01212
H 0.05635 -0.10387 3.49627
C 2.66919 1.93513 -0.62355
C -2.43585 -3.80786 2.36035
H -2.99997 -2.09503 -1.36363
H -2.84520 2.76130 -1.55407
C -4.80527 2.22962 -0.57152
C 0.36038 -5.83055 -0.22230
H 1.23107 3.47459 -3.85199
H 5.39699 4.82263 0.51766
H -1.42136 -3.66362 -1.90728
C 4.35785 4.42449 0.54281
H -2.49019 2.86871 3.72190
H -0.47361 1.12002 4.99128
C -0.28487 -3.06490 2.39298
C 0.71633 -6.90680 -1.03149
H 0.64190 3.93078 4.30226
*
```

Löwdin atomic charge list, values in e, 6 entries: P 1.08; H 0.09; C -0.11; H 0.06; H 0.00; C -0.16

=====

C31H46N4P2SiSn as an isolated structure in a non-equilibrium geometry, computed with ωB97M-V/def2-TZVPD.

The HOMO-LUMO gap (spin up / spin down) is 3.69 / 3.23 eV.

```
! RIJCOSX wB97M-V def2-TZVPD def2/J DEFGRID3
* xyz 2 1
N -0.55022 0.63583 -4.38493
H -2.08493 2.14223 -4.26246
H 0.47300 0.81788 -7.52783
P -0.58938 0.20324 -2.60044
P 2.56463 1.30542 -0.36457
C 0.29123 -1.46083 2.11790
H -0.42222 -4.40418 -4.64352
H 0.41974 -4.32438 2.71821
H -4.66002 2.64326 -0.46549
C -0.01247 0.92591 -6.57608
C -2.17698 -2.04651 -3.10218
C 5.46231 1.85076 -0.88699
H -1.66882 1.64994 5.64930
H 4.32977 -3.05201 1.12196
C 4.35414 -2.22456 -0.97981
C 0.37597 -1.61725 3.62616
H -0.77323 2.84176 4.67471
H 1.31637 -0.83271 -1.66768
N -0.87585 -1.52517 -3.06292
H -3.74592 4.14899 -0.50102
H -1.45339 2.63681 -6.86219
H 4.07195 -0.50978 -2.42375
C -1.28645 -4.21014 1.45014
H -3.69027 0.04931 4.20475
C -0.03728 -2.44795 -3.69161
H 1.63286 -0.48941 -3.36829
H 1.42189 2.11865 -2.28914
N 4.13305 2.24424 -0.66332
H 1.16728 -0.99770 4.08837
H -3.36398 4.75475 4.07706
C -1.13889 -3.05363 0.80023
C -0.36121 -2.45497 4.39035
Si -2.98800 2.35669 3.62494
C -0.67457 -4.46821 2.80054
H 1.06179 -2.04776 1.55559
H 3.40043 -0.54648 1.75846
H 5.80845 0.83645 -0.73494
H 0.50322 -0.38452 1.91989
C -0.79270 -3.54396 -4.10399
C 1.21517 -0.05928 -2.44723
H -4.73068 1.21711 5.02991
Sn -1.94868 2.00478 -0.12484
H -1.80832 -1.75886 2.35451
H -4.04337 4.38953 2.51643
H -2.98053 -1.48495 -2.64120
C 4.14544 -2.22616 0.43888
N 3.49637 -0.20193 -0.36837
H -1.12911 -3.01145 -0.29786
H -3.00452 -3.92139 -3.91275
H -0.92982 1.74695 2.40281
C 0.23452 0.16915 -5.43787
C -1.76504 2.57309 5.06205
C -1.22335 -3.58616 3.96112
C 6.21631 2.95103 -1.28777
C -1.35257 1.66130 -4.88805
C -2.00349 1.66965 2.12907
C -3.86803 3.20928 0.04488
H 0.91214 -0.67288 -5.33060
C 3.65317 -0.97710 0.79886
C 3.99086 -0.95875 -1.43222
H 7.25658 2.93553 -1.57652
H -1.26724 -4.21049 4.87736
H 1.02301 -2.28595 -3.80137
H -4.18056 3.39540 1.08098
C -2.14767 -3.28267 -3.72601
C -1.02622 1.87864 -6.22109
H 5.58826 5.09880 -1.54132
H -0.92422 -5.51428 3.04903
H -0.35520 -2.30951 5.48098
H -1.72074 -5.11166 0.96916
C 4.08896 3.62692 -0.88041
H 3.18284 4.18823 -0.72292
H -4.97558 0.90108 3.30963
H 4.72613 -3.03460 -1.58181
C 5.33579 4.08276 -1.27485
H -2.09842 3.36556 5.74641
H -2.23916 -3.28013 3.67741
H -2.21987 0.57296 2.17387
H -1.37179 -0.93302 0.81028
C -3.91312 3.99561 3.51711
H 2.90708 1.29413 -2.79576
C -4.21499 1.00197 4.08741
C -1.09963 -1.74189 1.51149
H -4.89712 3.90429 3.98313
C 2.02518 1.20938 -2.13732
*
```

Löwdin atomic charge list, values in e, 6 entries: N -0.24; H 0.09; H 0.10; P 1.04; P 1.12; C -0.21

=====

C31H46N5NaO6S2 as an isolated structure in a non-equilibrium geometry, computed with ωB97M-V/def2-TZVPD.

The HOMO-LUMO gap is 5.43 eV. For the energy above the lowest of the compared OMol25 structures with the same formula, charge and spin, the calculation gives 92.9 kJ/mol.

```
! RIJCOSX wB97M-V def2-TZVPD def2/J DEFGRID3
* xyz -2 1
H -2.36127 5.67860 -2.29833
H 0.25065 5.61668 -3.98851
H 1.59519 4.01518 -1.80123
H 1.10246 -5.80913 1.06169
H 1.19400 3.83742 2.17592
H 5.04352 -3.24056 3.03422
C 3.33354 -3.51802 1.11855
H 1.29179 -7.22971 0.00692
C 0.86743 4.77253 -1.49894
C -2.29061 0.62754 -1.44450
C 0.86129 1.15264 1.49993
H -0.93776 6.69495 -2.01776
H 2.33109 2.68716 5.45236
H -5.99732 2.27375 -3.79828
C 2.16951 2.26452 3.33217
C 1.25652 -1.37283 0.89749
N -0.34410 -0.04397 -0.22828
H -3.65309 0.50239 -4.59373
C 2.17131 1.81976 4.80287
H -5.40768 1.75145 -0.85446
H 4.31575 1.97520 3.04571
H 5.08456 -1.62892 2.29359
H 1.43725 4.21472 3.88716
S -4.18069 -4.87206 -0.61705
C -5.00361 2.55651 -3.43562
H 4.43129 -1.85165 3.93188
H 3.75423 -4.46256 1.48372
O 3.07060 -2.02830 -2.57659
O -2.74532 -0.56375 -1.30617
N -1.04226 -3.97074 -0.61397
C -2.38350 2.90241 -2.33981
H 4.02564 -3.08492 0.39067
C -1.10794 3.22899 -1.85827
N -1.30581 -7.42931 0.09933
H -4.92436 0.05630 -1.07888
C 2.60323 -0.15474 2.59322
H -1.59141 5.68420 -0.70736
H 3.58093 3.12682 1.92237
H 2.75360 -4.26857 3.64581
H 0.22971 2.02219 1.38143
H -1.17314 4.59099 -4.27087
C -1.39818 5.72705 -1.78361
H 1.21322 1.36118 5.06759
H -2.91431 3.65717 -2.91030
O 1.71731 -3.65086 -1.37955
S 1.88736 -2.24270 -1.77149
H 2.40093 -3.72119 0.59596
H 2.14126 -2.71147 4.26109
C -5.31793 0.93905 -1.58384
H 1.27919 -3.53498 2.94392
C 1.17694 3.41727 3.18521
C -0.62020 -6.34593 -0.06298
C -0.47427 4.57678 -2.20511
H -0.80776 -3.47386 0.25574
H 3.38037 -0.13767 3.34697
C -1.01837 1.00426 -0.87353
C -4.27992 0.20524 -3.74468
C -2.98727 1.66699 -2.15886
H 2.95978 1.09401 5.01403
C -0.23033 4.66663 -3.72126
Na -0.99840 -1.71823 -1.32235
O 0.64724 -1.73884 -2.38106
H -6.31796 0.71471 -1.97765
C 3.57109 2.77300 2.95745
H 3.87020 3.59848 3.61460
C -2.75346 -5.69758 -0.34779
C -0.45029 2.25353 -1.12348
C 0.54577 -0.00902 0.66978
O 0.46843 -2.37921 1.05420
C -4.37570 1.35529 -2.72666
C 0.85672 -6.23456 0.08480
C 1.82399 1.09035 2.42452
H -5.11942 3.41162 -2.76086
H 1.29376 -5.56560 -0.65502
C 3.12338 -2.58470 2.31549
N -2.60298 -7.00320 -0.06752
H 0.75386 4.71845 -0.41119
N -1.45064 -5.27685 -0.34382
C 2.26554 -3.32625 3.36229
H 0.15543 3.08927 3.39695
C 4.49931 -2.29591 2.93322
H -3.36599 -7.64776 -0.01406
O 2.17888 -1.42032 -0.45752
H 1.27697 5.75539 -1.75266
H 0.55803 2.41884 -0.76302
H -5.27902 -0.04830 -4.12430
H 0.41165 3.84402 -4.04837
H -3.84198 -0.67565 -3.27517
C 2.38460 -1.29583 1.92966
H -0.13267 -4.00104 -1.09584
H -4.40939 2.87572 -4.29831
*
```

Löwdin atomic charge list, values in e, 6 entries: H 0.07; H 0.07; H 0.09; H 0.09; H 0.07; H 0.07

=====

C31H46N5O9S2SiTi as an isolated structure, computed with ωB97M-V/def2-TZVPD.

The HOMO-LUMO gap (spin up / spin down) is 5.69 / 5.90 eV. For the energy above the lowest of the compared OMol25 structures with the same formula, charge and spin, the calculation gives 280.1 kJ/mol.

```
! RIJCOSX wB97M-V def2-TZVPD def2/J DEFGRID3
* xyz -2 2
H 4.37905 2.77821 -0.20089
H -0.83999 -3.90714 0.37687
H -1.56496 2.25632 3.61490
C 0.14300 3.89994 -0.64379
C 4.57499 1.90387 0.42326
H -2.25239 3.94108 1.84644
H 5.08619 0.61202 2.73880
H 4.24035 1.01070 -0.10999
H -3.30991 -0.63514 -4.80841
H -4.22984 -3.83426 -3.40534
N 2.14516 -1.90585 -2.89429
H -0.67777 -7.30534 -3.26355
H -4.67942 -2.49481 -4.47159
C -3.09497 -2.67959 2.36497
C 4.01608 0.76015 2.56493
H -1.12240 -5.38110 -1.76308
H 3.51661 0.84087 3.53266
H -5.45678 -1.25573 -2.54484
O 2.44926 2.20982 1.36257
C -2.59760 -0.84311 -4.01057
N 2.88936 -0.75282 -2.98891
O -2.35905 2.02973 -1.93325
O -1.01032 0.30881 -1.49806
H 1.19565 -7.19965 -4.89747
C -1.21516 -0.49291 -4.57177
C -4.67923 -1.98347 -2.30660
H -1.76338 1.49412 5.20455
H -2.48792 -4.71945 2.16785
H -5.07017 -2.66309 -1.54763
C -0.29944 -5.35848 -2.46882
C 0.99830 -6.36975 -4.23016
H 3.48021 1.57090 -2.40404
O -1.16884 0.12618 -5.63278
C 2.07263 0.10729 -2.40953
H 5.28898 3.15920 2.84685
C -0.37641 3.79701 0.78428
H -3.93450 0.50044 -2.91418
O -2.38460 -2.25894 -2.16594
H 1.92816 1.36273 5.94647
C 0.26843 2.04655 4.74956
H 1.14773 3.77436 5.69604
C -3.05201 -0.10386 -2.71087
H -0.31790 3.12296 -1.25541
C 1.78098 -5.22476 -4.27222
C 0.47394 -4.17934 -2.50126
H -0.38972 3.25598 6.42240
H 0.13433 5.82629 1.30054
C -1.11510 1.56255 4.32631
C -2.05193 0.83774 -2.01370
C 3.81031 2.02415 1.73584
C -4.15893 -2.75480 -3.54877
C -3.38920 -1.30387 -1.81234
H 5.65106 1.83297 0.60679
H 1.99710 1.96062 -1.63628
H -3.33450 -1.10948 -0.74777
N -2.38961 -3.76272 1.88268
N -1.62415 -1.99998 0.80874
S 0.72640 -0.34135 2.13308
H 3.29339 -3.01064 -4.18281
Si 1.05009 1.72509 2.06282
H 3.61098 3.38345 3.39479
N 2.48938 1.38852 -2.29889
O -0.12458 2.46721 1.23050
C -1.52051 -3.28928 0.94203
H 3.61831 -0.10416 2.03202
H -0.09511 4.87745 -1.07179
C 0.15226 3.38028 5.48171
H -1.98784 -2.98742 -4.05509
C -0.04829 -6.42269 -3.31489
H 1.06252 0.07529 5.08880
H 1.39889 4.64502 1.68935
H -0.04858 4.76130 2.70613
H 0.34502 0.81170 6.54184
H -1.06495 0.57850 3.85606
O 1.13038 2.25596 3.63963
H 1.23252 3.78705 -0.64214
H -0.38389 4.10651 4.86754
O 0.21141 -3.21189 -1.66708
C 0.93999 1.00708 5.64503
H -2.16484 4.95270 0.39060
C -2.68790 -2.31599 -3.56335
Ti 0.33947 -1.21170 -1.91159
C -1.88841 3.98347 0.81654
H -3.84643 -2.77657 3.13025
H 4.16679 4.15147 1.89372
C -2.60098 -1.60352 1.68656
C 2.41507 -2.96945 -3.53431
C 0.32094 4.81788 1.68042
S 1.70879 -1.02994 0.42421
C 4.25037 3.25897 2.51870
O -0.20515 -0.91935 -3.91202
H -2.86791 -0.56239 1.78372
H 2.60717 -5.16241 -4.97438
C 1.54706 -4.13243 -3.44038
H -2.35158 3.20213 0.21250
*
```

Löwdin atomic charge list, values in e, 6 entries: H 0.08; H 0.11; H 0.08; C -0.02; C -0.04; H 0.07

=====

C31H47AgF4MnNO13 as an isolated structure in a non-equilibrium geometry, computed with ωB97M-V/def2-TZVPD.

The HOMO-LUMO gap (spin up / spin down) is 5.84 / 5.84 eV.

```
! RIJCOSX wB97M-V def2-TZVPD def2/J DEFGRID3
* xyz -1 6
O -8.70361 -22.30691 17.94514
C -8.17069 -24.48573 18.69750
H -11.02664 -16.50563 15.03913
C -11.55041 -17.41174 19.11950
H -3.82705 -18.19442 18.92894
H -5.61095 -17.45161 22.18201
H -8.43682 -25.51443 18.94049
C -4.39607 -20.17028 14.20114
C -5.47009 -16.67244 21.44754
H -2.67451 -19.37997 19.43930
H -5.39495 -20.60251 14.26039
H -12.23511 -16.58524 19.30975
C -10.20053 -17.07673 14.61548
H -2.29677 -20.99565 16.23632
H -8.25444 -14.86958 14.22648
H -3.74673 -20.95072 14.59787
O -3.08488 -13.35403 14.79466
Ag -6.55267 -21.68865 17.06799
C -5.27929 -17.84738 14.32101
C -5.67185 -21.62645 21.51640
F -5.29691 -12.23344 16.57301
C -5.19247 -14.53071 19.43184
C -8.92529 -16.60669 15.34420
H -9.96114 -21.11284 18.93759
H -5.12786 -21.02698 22.24634
H -5.03075 -17.51975 13.31156
C -2.92173 -18.15207 14.70924
H -9.97612 -23.60361 19.12974
O -5.03417 -12.63391 14.36859
O -8.47345 -20.10292 17.98729
H -4.10251 -20.23201 13.15323
O -5.32402 -22.33427 19.29539
C -6.07796 -16.74452 20.22861
C -2.04443 -18.68200 16.95619
O -3.36315 -11.93063 12.97015
F -9.74216 -21.03980 15.59022
C -4.51705 -14.36296 20.70211
C -4.23510 -18.84839 14.99220
O -3.91896 -15.50753 22.73523
C -10.13575 -16.87782 19.42139
O -8.23439 -17.42329 15.98812
H -2.61925 -18.24022 13.66577
O -6.48608 -15.77926 18.03782
H -3.78933 -21.59072 17.03123
H -2.30357 -21.28667 17.98114
H -2.11902 -17.61575 17.16981
H -7.89018 -14.76583 15.92645
C -2.90919 -20.95650 17.13716
C -9.95712 -16.40285 20.86542
H -0.88057 -17.92890 15.25937
C -10.47993 -21.03356 16.70224
H -3.45458 -23.69554 20.77318
C -5.93269 -15.61569 19.21931
C -3.45333 -22.60619 20.73578
F -11.34258 -22.05225 16.63723
H -7.50335 -24.53122 17.83687
O -9.18476 -17.03154 18.62959
H -9.61437 -14.64264 15.36604
H -8.90770 -16.14078 21.00006
H -6.46913 -20.93775 21.23690
H -10.06504 -17.30760 21.46365
H -10.57680 -15.51637 21.00054
C -1.69289 -18.64322 15.39348
H -2.97204 -17.07681 14.88065
O -3.89197 -13.38778 21.09924
H -5.46508 -17.03749 15.02645
H -7.62279 -24.32351 19.62571
C -3.55536 -19.24351 18.81194
Mn -7.34629 -18.03543 17.90808
C -3.85876 -14.02018 15.75769
C -4.60067 -15.58596 21.71085
H -6.29544 -18.23870 14.27186
N -4.40030 -18.95258 16.47165
H -6.18195 -22.36253 22.13776
H -5.12741 -13.79102 18.64761
H -2.87849 -22.21944 19.89431
C -5.13606 -13.18173 15.64602
F -11.16398 -19.83686 16.80286
C -8.64162 -15.11110 15.21636
H -3.25613 -13.82706 16.64518
H -10.31706 -16.75991 13.57907
C -3.32009 -19.49058 17.32856
H -3.94094 -15.06480 15.45750
H -1.21785 -18.91594 17.62712
C -9.27704 -23.56570 18.29430
H -6.00070 -13.84480 15.67501
H -10.38622 -18.14578 14.71912
C -9.48029 -21.09493 17.95955
H -1.27063 -19.57002 15.00511
H -4.36531 -19.76837 19.31850
H -3.01813 -22.21465 21.65524
O -5.77171 -19.18290 16.91019
H -11.51634 -17.79145 18.09835
H -9.78753 -23.97718 17.42355
H -11.92329 -18.19486 19.77964
C -3.79114 -12.60909 13.95122
O -6.71405 -17.86569 20.02752
C -4.85816 -22.23638 20.47622
*
```

Löwdin atomic charge list, values in e, 6 entries: O -0.18; C -0.09; H 0.08; C -0.01; H 0.09; H 0.11

=====

no.,calculated total energy (Eh)
1,-2592.08499
2,-2613.55292
3,-2892.88829
4,-4095.55681
5,-3939.70606